Record 1
The following is a quantum chemistry calculation of C25H32BrClMgN3O8P2 as an isolated structure in a non-equilibrium geometry, from the OMol25 dataset.

Properties
HOMO level ... -5.80 eV
Maximum force ... 2.7 eV/Å
ΔE to the lowest compared entry with this formula, charge and spin ... 0.0977 eV
Spin multiplicity ... 1
Net charge ... -1

Geometry as XYZ:
```
73
C25H32BrClMgN3O8P2 | the OMol25 dataset | ωB97M-V with the def2-TZVPD basis set
Mg 11.87 11.59 8.45
C 15.41 11.25 6.55
P 14.62 11.68 8.16
C 15.20 13.43 8.16
N 16.54 13.61 8.12
C 16.94 14.91 8.15
C 18.35 15.27 8.11
C 18.78 16.53 8.18
C 17.86 17.56 8.39
C 16.51 17.30 8.36
C 16.06 16.00 8.28
N 14.71 15.77 8.20
C 14.32 14.53 8.10
P 12.52 14.23 7.81
C 11.83 15.55 8.88
C 12.17 14.90 6.12
C 10.79 14.47 5.74
C 13.16 14.29 5.18
C 12.17 16.42 6.09
C 15.73 10.85 9.42
C 14.96 9.68 10.07
C 17.06 10.36 8.81
C 16.01 11.80 10.60
H 16.45 11.66 6.45
H 14.82 11.79 5.79
H 15.33 10.21 6.32
H 19.09 14.48 7.92
H 19.87 16.68 8.07
H 18.16 18.58 8.54
H 15.82 18.13 8.51
H 12.47 16.46 8.86
H 11.80 15.21 9.92
H 10.82 15.80 8.62
H 10.71 13.42 5.46
H 10.46 15.08 4.87
H 10.04 14.69 6.52
H 13.24 13.18 5.46
H 14.10 14.80 5.18
H 12.77 14.23 4.14
H 11.37 16.98 6.63
H 12.00 16.68 5.01
H 13.03 16.88 6.46
H 15.11 8.81 9.41
H 13.89 9.83 10.15
H 15.41 9.56 11.07
H 16.89 9.60 8.02
H 17.62 9.87 9.64
H 17.62 11.15 8.36
H 15.11 12.12 11.09
H 16.64 12.64 10.29
H 16.53 11.26 11.40
Br 6.54 9.63 11.09
C 8.03 8.58 10.51
C 8.24 7.39 11.16
C 9.19 6.47 10.74
C 10.03 6.86 9.75
C 9.81 8.06 9.07
C 8.85 9.01 9.44
C 8.98 10.37 8.70
O 8.11 10.61 7.88
O 10.05 10.99 8.96
H 7.67 7.17 12.05
H 9.26 5.51 11.24
H 10.83 6.26 9.34
H 10.47 8.33 8.23
O 12.37 9.58 7.71
N 12.31 10.04 6.54
O 11.99 11.24 6.48
O 10.79 13.36 11.38
Cl 11.80 12.40 11.51
O 11.30 11.10 11.82
O 12.81 12.78 12.49
O 12.50 12.32 10.22
```

***

Record 2
The following is a quantum chemistry calculation of C40H63ClGe2N2O5PTl as an isolated structure, from the OMol25 dataset.

Properties
HOMO level ... -7.13 eV
Maximum force ... 0.8 eV/Å
Spin multiplicity ... 1
Net charge ... 0

Geometry as XYZ:
```
115
C40H63ClGe2N2O5PTl | the OMol25 dataset | ωB97M-V with the def2-TZVPD basis set
Tl 0.31 0.56 -0.35
O -3.05 -1.30 1.67
Cl -1.65 -1.16 1.87
O -1.27 -1.57 3.18
O -0.93 -1.93 0.88
O -1.30 0.26 1.72
C 3.18 5.33 -0.93
C 2.44 4.23 -0.19
Ge 1.82 2.66 -1.31
C 1.94 2.99 -3.31
C 3.17 3.69 -3.86
C 3.48 1.51 -1.20
C 3.79 0.21 -1.01
Ge 2.45 -1.13 -0.30
C 2.19 -2.66 -1.57
C 3.18 -3.81 -1.39
C 2.61 -1.77 1.61
C 3.99 -1.97 2.23
C 5.16 -0.29 -1.32
C 5.66 -1.44 -0.69
C 6.93 -1.92 -0.96
C 7.73 -1.27 -1.89
C 7.24 -0.15 -2.54
C 5.97 0.32 -2.27
H 3.45 6.14 -0.25
H 2.56 5.75 -1.72
H 4.10 4.96 -1.38
H 1.56 4.65 0.31
H 3.07 3.80 0.59
H 1.03 3.52 -3.62
H 1.87 1.98 -3.72
H 3.16 4.76 -3.64
H 3.21 3.58 -4.95
H 4.10 3.27 -3.46
H 4.33 2.13 -1.50
H 2.24 -2.26 -2.58
H 1.17 -3.01 -1.39
H 4.20 -3.51 -1.64
H 2.91 -4.64 -2.05
H 3.17 -4.18 -0.36
H 2.04 -2.69 1.63
H 2.05 -1.04 2.20
H 4.50 -2.84 1.81
H 3.89 -2.14 3.30
H 4.64 -1.10 2.09
H 5.04 -1.96 0.03
H 7.29 -2.80 -0.45
H 8.72 -1.65 -2.11
H 7.85 0.35 -3.29
H 5.61 1.18 -2.82
C -4.65 -0.91 -1.26
C -3.48 -0.85 -2.24
C -4.00 -0.66 -3.67
C -2.70 -2.17 -2.15
P -2.26 0.52 -1.73
C -1.32 0.71 -3.30
C -1.54 1.66 -4.31
C -0.75 1.67 -5.45
C 0.26 0.73 -5.62
C 0.48 -0.22 -4.64
C -0.29 -0.22 -3.49
C -3.19 2.12 -1.36
C -3.74 1.99 0.07
C -2.14 3.24 -1.33
C -4.34 2.50 -2.31
H -5.24 -1.80 -1.46
H -5.31 -0.05 -1.36
H -4.29 -0.97 -0.23
H -4.62 -1.53 -3.92
H -3.18 -0.61 -4.39
H -4.61 0.24 -3.77
H -3.40 -3.00 -2.26
H -2.20 -2.27 -1.19
H -1.96 -2.25 -2.95
H -2.33 2.39 -4.22
H -0.92 2.43 -6.20
H 0.87 0.75 -6.51
H 1.25 -0.97 -4.77
H -0.11 -0.97 -2.73
H -2.95 1.66 0.75
H -4.56 1.27 0.14
H -4.11 2.96 0.40
H -1.40 3.05 -0.55
H -2.63 4.19 -1.09
H -1.61 3.37 -2.28
H -5.16 1.79 -2.24
H -4.02 2.57 -3.35
H -4.72 3.48 -2.01
C -3.05 4.02 6.37
C -2.30 2.72 6.65
N -1.51 2.26 5.51
C -1.99 1.09 4.78
C -3.24 1.37 3.95
C -0.33 2.89 5.29
O 0.06 3.81 5.99
C 0.56 2.40 4.18
C 1.87 2.09 4.50
C 2.74 1.70 3.50
C 2.26 1.64 2.20
N 1.01 1.96 1.87
C 0.18 2.35 2.84
H -3.64 4.31 7.24
H -3.73 3.91 5.52
H -2.34 4.82 6.15
H -3.00 1.93 6.91
H -1.63 2.88 7.49
H -2.21 0.30 5.51
H -1.21 0.71 4.14
H -4.10 1.58 4.59
H -3.46 0.51 3.33
H -3.07 2.23 3.30
H 2.19 2.15 5.53
H 3.77 1.45 3.72
H 2.91 1.35 1.38
H -0.82 2.62 2.53
```

***

Record 3
The following is a quantum chemistry calculation of C5H8S as an isolated structure in a non-equilibrium geometry, from the OMol25 dataset.

Properties
HOMO level ... -8.98 eV
Maximum force ... 5.1 eV/Å
ΔE to the lowest compared entry with this formula, charge and spin ... 3.4772 eV
Spin multiplicity ... 1
Net charge ... 0

Geometry as XYZ:
```
14
C5H8S | the OMol25 dataset | ωB97M-V with the def2-TZVPD basis set
C 2.63 -1.00 -0.15
C 1.65 -0.57 0.37
C -0.16 1.57 0.48
C -1.44 -0.94 -1.03
C -0.07 0.21 1.09
S -1.35 -0.97 0.78
H 3.54 -1.37 -0.53
H 0.74 2.14 0.68
H -1.01 2.10 0.92
H -0.31 1.52 -0.60
H -0.43 -1.05 -1.43
H -1.91 -0.03 -1.38
H -2.04 -1.80 -1.32
H 0.16 0.19 2.15
```

***

Record 4
The following is a quantum chemistry calculation of a 2-piece molecular cluster, C3H12N4 overall in a non-equilibrium geometry, from the OMol25 dataset.

Properties
HOMO level ... -9.52 eV
Maximum force ... 3.1 eV/Å
SMILES string ... [H]/N=C/N.NCCN
ΔE to the lowest compared entry with this formula, charge and spin ... 1.8972 eV
Spin multiplicity ... 1
Net charge ... 0

Geometry as XYZ:
```
19
C3H12N4 | the OMol25 dataset | ωB97M-V with the def2-TZVPD basis set
C 2.29 -1.01 -0.50
C 1.34 -0.01 0.10
N 0.29 0.52 -0.85
N 3.13 -1.45 0.60
H 1.88 -1.85 -1.04
H 2.95 -0.47 -1.18
H 0.87 -0.60 0.90
H 1.91 0.82 0.56
H -0.21 1.37 -0.50
H -0.29 -0.23 -1.08
H 2.71 -2.24 1.10
H 4.03 -1.81 0.20
N -3.10 0.38 -0.75
C -3.07 1.17 0.42
N -4.03 1.76 1.06
H -2.65 -0.52 -0.44
H -2.37 0.71 -1.34
H -2.05 1.25 0.85
H -3.62 2.22 1.90
```

***

Record 5
The following is a quantum chemistry calculation of C22H18F3N6O4PtSSe as an isolated structure, from the OMol25 dataset.

Properties
HOMO level ... -11.46 eV
Maximum force ... 0.3 eV/Å
ΔE to the lowest compared entry with this formula, charge and spin ... 0.9269 eV
Spin multiplicity ... 1
Net charge ... +1

Geometry as XYZ:
```
56
C22H18F3N6O4PtSSe | the OMol25 dataset | ωB97M-V with the def2-TZVPD basis set
Pt -0.88 -0.90 0.89
C 1.05 -1.40 3.08
N -0.24 -0.71 2.84
C -0.24 0.73 3.23
C -0.09 1.55 2.00
N -0.39 1.05 0.82
C -0.16 2.05 -0.12
C -0.30 2.08 -1.51
C 0.03 3.25 -2.15
C 0.49 4.37 -1.45
C 0.63 4.36 -0.08
C 0.29 3.18 0.57
N 0.30 2.83 1.91
C 2.07 -0.92 2.11
N 2.43 0.33 2.03
C 3.25 0.39 0.91
C 3.90 1.48 0.32
C 4.66 1.25 -0.80
C 4.78 -0.04 -1.35
C 4.15 -1.13 -0.79
C 3.38 -0.88 0.34
N 2.61 -1.70 1.14
H 0.86 -2.47 2.96
H 1.37 -1.22 4.11
H -0.99 -1.18 3.37
H 0.55 0.94 3.95
H -1.21 0.95 3.70
H -0.67 1.22 -2.06
H -0.07 3.31 -3.23
H 0.74 5.27 -2.00
H 0.97 5.23 0.46
H 0.65 3.38 2.67
H 3.81 2.47 0.75
H 5.17 2.07 -1.28
H 5.40 -0.18 -2.23
H 4.26 -2.12 -1.21
H 2.45 -2.69 1.02
F -5.26 -1.79 -3.94
C -4.98 -1.54 -2.65
F -5.55 -2.51 -1.92
F -5.55 -0.38 -2.33
C -3.48 -1.49 -2.43
C -2.62 -1.71 -3.50
C -1.26 -1.67 -3.30
C -0.78 -1.39 -2.03
N -1.61 -1.16 -1.00
C -2.94 -1.24 -1.18
S -3.96 -1.02 0.28
H -3.03 -1.91 -4.48
H -0.56 -1.84 -4.11
H 0.27 -1.33 -1.81
O -3.04 -4.63 2.24
Se -2.70 -3.10 2.02
O -2.73 -2.05 3.24
O -1.27 -2.88 1.16
O -3.95 -2.57 0.84
```

***

Record 6
The following is a quantum chemistry calculation of a single C8H12N2O4S molecule in a non-equilibrium geometry, from the OMol25 dataset.

Properties
HOMO level ... -9.24 eV
Maximum force ... 3.7 eV/Å
ΔE to the lowest compared entry with this formula, charge and spin ... 1.1953 eV
Spin multiplicity ... 1
Net charge ... 0

Geometry as XYZ:
```
27
C8H12N2O4S | the OMol25 dataset | ωB97M-V with the def2-TZVPD basis set
C 0.88 1.55 1.97
C -0.17 1.83 -0.80
C -0.09 0.88 3.02
C -0.28 -0.16 1.86
C 0.54 0.54 -0.42
C -0.53 -0.82 -0.68
C -1.26 -0.79 -2.00
C 0.26 -2.11 -0.47
N 0.70 0.51 1.04
N 1.68 0.36 -1.25
O 0.11 2.27 -2.04
O 1.73 2.42 1.93
O -1.04 2.36 -0.18
O -2.23 -1.77 1.19
S -1.78 -0.42 0.74
H 0.49 0.44 3.86
H -1.05 1.22 3.31
H -0.07 -1.25 2.09
H -2.14 -0.03 -1.82
H -1.62 -1.79 -2.04
H -0.57 -0.41 -2.75
H -0.35 -2.93 -0.23
H 1.04 -1.81 0.14
H 0.79 -2.20 -1.45
H 0.58 1.65 -2.55
H 1.97 -0.58 -1.25
H 2.41 1.06 -1.20
```

***

Record 7
The following is a quantum chemistry calculation of a single C3H7NO4S molecule in a non-equilibrium geometry, from the OMol25 dataset.

Properties
HOMO level ... -10.62 eV
Maximum force ... 6.1 eV/Å
SMILES string ... N[C@H](C[SH](=O)=O)C(=O)O
ΔE to the lowest compared entry with this formula, charge and spin ... 3.3692 eV
Spin multiplicity ... 1
Net charge ... 0

Geometry as XYZ:
```
16
C3H7NO4S | the OMol25 dataset | ωB97M-V with the def2-TZVPD basis set
C 0.44 0.33 0.72
C -0.55 -0.67 0.10
C 1.32 0.76 -0.31
H 0.69 -0.49 2.74
H 2.13 -0.04 2.01
H -0.07 1.37 1.04
H -1.18 -0.90 1.02
H 0.09 -1.65 0.23
H -1.14 -0.42 -2.25
H 1.07 0.97 -2.39
N 1.21 -0.45 1.74
O -2.96 -1.43 -0.76
O -2.23 1.11 -0.99
O 0.67 0.52 -1.58
O 2.38 1.37 -0.19
S -1.87 -0.35 -1.12
```

***

Record 8
The following is a quantum chemistry calculation of a 2-piece molecular cluster, C49H55F3N3 overall in a non-equilibrium geometry, from the OMol25 dataset.

Properties
HOMO level ... -8.09 eV
Maximum force ... 3.0 eV/Å
Spin multiplicity ... 1
Net charge ... +1

Geometry as XYZ:
```
110
C49H55F3N3 | the OMol25 dataset | ωB97M-V with the def2-TZVPD basis set
C -3.67 -1.19 -4.03
C -3.65 -2.13 -2.82
C -4.21 -3.51 -3.18
C -4.37 -1.51 -1.62
C -5.74 -1.23 -1.71
C -6.42 -0.68 -0.63
C -5.75 -0.45 0.57
C -4.39 -0.73 0.69
C -3.64 -0.46 1.99
C -4.46 -0.79 3.25
C -3.15 0.99 2.04
C -3.70 -1.23 -0.43
N -2.28 -1.50 -0.32
N -1.85 -2.68 0.18
N -0.50 -2.66 0.00
C 0.26 -3.82 0.38
C 0.53 -4.81 -0.58
C -0.01 -4.71 -2.02
C -0.91 -5.89 -2.39
C 1.12 -4.58 -3.04
C 1.34 -5.88 -0.21
C 1.87 -5.97 1.07
C 1.51 -5.03 2.04
C 0.67 -3.96 1.72
C 0.25 -2.96 2.80
C 1.33 -1.90 3.03
C -0.11 -3.62 4.13
C -0.08 -1.44 -0.51
C 1.31 -1.05 -0.58
C 1.64 0.32 -0.41
C 2.95 0.77 -0.47
C 3.97 -0.16 -0.64
C 5.37 0.36 -0.72
F 6.29 -0.58 -1.03
F 5.48 1.36 -1.66
F 5.76 0.93 0.48
C 3.72 -1.52 -0.74
C 2.40 -1.96 -0.74
C -1.21 -0.66 -0.70
C -1.44 0.64 -1.10
H -3.21 -0.23 -3.77
H -3.10 -1.63 -4.86
H -4.70 -1.01 -4.37
H -2.61 -2.26 -2.52
H -4.15 -4.19 -2.32
H -5.26 -3.44 -3.50
H -3.63 -3.95 -4.00
H -6.25 -1.44 -2.65
H -7.48 -0.45 -0.72
H -6.28 -0.03 1.43
H -2.77 -1.13 1.98
H -4.85 -1.81 3.21
H -3.82 -0.70 4.13
H -5.30 -0.09 3.37
H -2.53 1.22 1.17
H -4.01 1.67 2.04
H -2.56 1.16 2.95
H -0.62 -3.81 -2.06
H -1.75 -5.98 -1.69
H -1.33 -5.75 -3.39
H -0.35 -6.84 -2.38
H 1.74 -3.69 -2.83
H 1.77 -5.46 -3.02
H 0.72 -4.47 -4.05
H 1.57 -6.65 -0.96
H 2.55 -6.78 1.33
H 1.88 -5.11 3.06
H -0.66 -2.46 2.41
H 1.59 -1.38 2.10
H 0.98 -1.16 3.76
H 2.23 -2.38 3.43
H -0.84 -4.42 4.01
H 0.79 -4.02 4.62
H -0.55 -2.87 4.81
H 0.84 1.03 -0.23
H 3.17 1.83 -0.37
H 4.54 -2.23 -0.82
H 2.21 -3.03 -0.85
H -0.60 1.20 -1.48
H -2.46 0.98 -1.16
C 1.16 8.82 -3.71
C 1.69 7.79 -2.76
C 2.52 6.77 -3.25
C 2.97 5.77 -2.42
C 2.64 5.76 -1.02
C 3.05 4.64 -0.26
C 2.83 4.41 1.12
C 3.76 3.59 1.83
C 3.59 3.31 3.18
C 2.50 3.83 3.88
C 2.33 3.49 5.33
C 1.57 4.64 3.21
C 1.70 4.89 1.85
C 1.95 6.91 -0.51
C 1.44 7.86 -1.38
H 0.37 9.42 -3.24
H 1.95 9.51 -4.04
H 0.75 8.34 -4.61
H 2.77 6.76 -4.31
H 3.59 4.96 -2.80
H 3.71 3.94 -0.77
H 4.61 3.18 1.29
H 4.31 2.67 3.69
H 1.58 4.14 5.79
H 2.01 2.45 5.47
H 3.28 3.61 5.86
H 0.73 5.05 3.78
H 0.91 5.42 1.32
H 1.82 7.03 0.56
H 0.82 8.68 -1.00
```

***

Energy (eV)
-153878.77084, -195248.92178, -16146.16017, -9264.40731, -127811.79156, -30493.82191, -23736.49409, -64321.39885